Formula: H3O2
Source: the OMol25 dataset
Level of theory: the ωB97M-V functional and the def2-TZVPD basis

Output
Relative energy (zero: lowest compared OMol25 entry of this formula, charge and spin) in kcal/mol: 0.8
Frontier orbital gap in eV: 8.401
Charge: -1
LUMO level in eV: 5.384
Highest occupied orbital energy in eV: -3.016

Cartesian coordinates (Å):
O1 0.855 -0.887 0.304
H1 0.961 -0.477 1.168
O2 -1.097 0.432 -0.694
H2 -0.722 1.318 -0.730
H3 0.003 -0.386 -0.048

Cartesian forces, eV/Å:
O -0.005 -0.009 0.401
H 0.092 -0.106 0.011
O 0.011 -0.087 0.252
H -0.010 0.000 -0.047
H -0.088 0.202 -0.617

Formula: C32H13F15GeMoN7OS2
Source: the OMol25 dataset
Level of theory: the ωB97M-V functional and the def2-TZVPD basis

Output
Relative energy (zero: lowest compared OMol25 entry of this formula, charge and spin) in kcal/mol: 0.0
Frontier orbital gap (spin up / spin down) in eV: 5.775 / 5.773
Charge: +3
LUMO level (spin up / spin down) in eV: -10.419 / -10.421
Highest occupied orbital energy (spin up / spin down) in eV: -16.194 / -16.194

Cartesian coordinates (Å):
Mo1 -0.876 -2.305 0.139
N1 -0.499 0.172 3.556
C1 -0.425 -0.664 2.577
S1 -1.501 -2.008 2.366
N2 0.552 -0.327 1.597
N3 0.956 -1.585 0.992
C2 2.152 -2.053 1.194
C3 2.487 -3.362 0.812
C4 3.709 -3.937 1.253
C5 3.931 -5.270 1.091
C6 3.037 -6.060 0.403
C7 1.826 -5.555 -0.036
C8 1.539 -4.217 0.172
O1 0.301 -3.797 -0.235
H1 -1.298 0.126 4.195
H2 0.134 0.949 3.651
H3 2.856 -1.432 1.730
H4 4.396 -3.280 1.778
H5 4.862 -5.664 1.487
H6 3.190 -7.092 0.163
H7 1.159 -6.181 -0.575
N4 -4.105 -5.050 -0.341
C9 -3.482 -5.847 0.574
C10 -2.293 -5.234 0.878
N5 -2.222 -4.073 0.149
C11 -3.344 -3.961 -0.573
C12 -3.396 -2.764 -1.393
N6 -2.332 -1.958 -1.306
C13 -2.632 -0.826 -2.069
C14 -3.895 -0.967 -2.571
N7 -4.345 -2.182 -2.133
H8 -5.032 -5.283 -0.675
H9 -3.944 -6.742 0.943
H10 -1.565 -5.536 1.608
H11 -1.898 -0.064 -2.205
H12 -4.499 -0.385 -3.216
H13 -5.271 -2.533 -2.373
F1 1.472 4.883 -1.293
C15 1.649 3.987 -2.256
C16 1.180 2.703 -2.018
C17 1.399 1.762 -2.992
F2 0.951 0.503 -2.800
C18 1.961 2.098 -4.212
F3 2.110 1.135 -5.134
C19 2.437 3.396 -4.432
F4 3.026 3.711 -5.550
C20 2.279 4.346 -3.435
F5 2.655 5.615 -3.598
Ge1 0.397 2.553 -0.277
S2 -0.539 0.315 0.327
C21 -1.328 3.372 -0.085
C22 -1.961 3.483 1.148
F6 -1.314 3.002 2.228
C23 -3.247 3.970 1.296
F7 -3.802 4.092 2.491
C24 -3.963 4.393 0.157
F8 -5.209 4.823 0.275
C25 -3.358 4.311 -1.096
F9 -4.008 4.671 -2.201
C26 -2.087 3.780 -1.172
F10 -1.553 3.673 -2.392
C27 1.697 2.941 1.082
C28 1.751 4.127 1.782
F11 0.762 5.009 1.658
C29 2.801 4.448 2.662
F12 2.729 5.586 3.343
C30 3.853 3.593 2.833
F13 4.841 3.837 3.682
C31 3.837 2.378 2.136
F14 4.812 1.478 2.256
C32 2.780 2.089 1.305
F15 2.752 0.880 0.676

Cartesian forces, eV/Å:
Mo 1.671 -2.235 -0.276
N -1.046 -0.365 0.575
C 0.037 0.786 0.247
S 0.354 -0.005 -0.123
N 0.046 -0.942 -0.344
N -0.793 -0.110 -0.196
C -0.572 0.575 0.060
C -0.087 -1.162 -0.294
C -0.946 1.113 0.080
C 1.538 -0.128 0.396
C -0.990 -0.170 -0.425
C 0.582 0.696 0.063
C -0.321 0.491 0.089
O -0.123 1.439 0.709
H 0.457 0.040 -0.073
H 0.320 0.243 -0.062
H 0.192 0.121 0.138
H 0.118 -0.258 -0.084
H -0.168 -0.193 -0.179
H 0.536 -0.406 0.256
H -0.593 -0.300 -0.294
N -0.585 0.090 -0.129
C 0.525 0.413 0.012
C -0.541 0.201 -0.153
N -0.435 0.683 0.103
C 0.676 -0.645 0.351
C -0.684 -0.365 0.329
N -0.226 0.878 -0.531
C -0.595 -0.368 0.025
C 1.271 -0.189 0.374
N -0.239 -0.586 0.147
H 0.094 0.289 -0.277
H 0.021 -0.175 0.013
H 0.221 0.033 -0.105
H 0.095 0.347 -0.163
H -0.238 0.591 -0.428
H 0.332 -0.150 0.207
F -0.125 0.568 0.359
C 0.152 -0.555 -0.469
C 0.348 0.116 0.248
C -0.512 -0.201 -0.475
F 0.093 0.065 -0.030
C 0.446 -0.689 -0.278
F -0.049 0.725 0.389
C -0.250 -0.476 0.324
F 0.082 0.012 -0.332
C -0.221 0.920 0.326
F 0.012 -0.725 -0.095
Ge -0.162 0.232 0.011
S 0.237 0.104 0.044
C -0.633 0.051 0.097
C -0.113 -0.277 0.041
F -0.059 0.122 0.162
C -0.134 0.481 -0.398
F 0.028 -0.197 -0.006
C 0.026 -0.122 0.191
F 0.704 -0.139 0.003
C -0.629 0.003 0.151
F 0.294 -0.134 0.534
C 0.543 0.160 -0.589
F 0.002 -0.045 -0.229
C 0.592 -0.447 0.474
C -0.025 0.487 0.465
F 0.104 -0.017 0.003
C -1.089 1.011 -0.091
F 0.129 -0.353 -0.250
C 0.899 -0.935 0.336
F -0.569 0.051 -0.508
C 0.068 -0.375 -0.295
F -0.110 0.324 0.210
C -0.352 -0.449 -0.350
F 0.372 0.431 -0.010

Formula: C5H2F5NS
Source: the OMol25 dataset
Level of theory: the ωB97M-V functional and the def2-TZVPD basis

Output
Frontier orbital gap (spin up / spin down) in eV: 9.709 / 5.985
Charge: 0
LUMO level (spin up / spin down) in eV: -0.221 / -1.252
Highest occupied orbital energy (spin up / spin down) in eV: -9.929 / -7.237

Cartesian coordinates (Å):
C1 -1.414 0.917 0.686
C2 0.219 1.285 -1.049
C3 -1.172 -0.167 -0.183
C4 -1.759 -1.407 -0.084
C5 2.419 -0.233 0.151
N1 -0.248 0.110 -1.160
F1 -2.652 -1.727 0.833
F2 -1.537 -2.401 -0.909
F3 2.185 0.579 1.211
F4 3.739 -0.422 0.043
F5 1.810 -1.406 0.385
S1 -0.451 2.240 0.268
H1 -2.100 0.930 1.507
H2 0.960 1.701 -1.700

Cartesian forces, eV/Å:
C -0.153 -0.766 -0.194
C -0.419 1.061 0.654
C -0.384 0.820 0.860
C -0.086 -0.393 -0.176
C 0.568 -0.850 2.230
N 0.216 -0.896 -0.654
F 0.044 0.189 0.050
F 0.056 -0.025 -0.068
F 0.116 -0.477 -1.215
F -0.874 0.196 -0.309
F 0.419 0.942 -0.561
S 0.398 -0.001 -0.588
H -0.126 0.047 0.206
H 0.225 0.153 -0.237

Formula: C3H11N2
Source: the OMol25 dataset
Level of theory: the ωB97M-V functional and the def2-TZVPD basis

Output
Relative energy (zero: lowest compared OMol25 entry of this formula, charge and spin) in kcal/mol: 21.0
Frontier orbital gap in eV: 12.192
Charge: +1
LUMO level in eV: -2.873
Highest occupied orbital energy in eV: -15.065

Cartesian coordinates (Å):
C1 -2.275 0.361 -1.614
N1 -1.808 0.649 -0.477
H1 -3.278 0.641 -1.925
H2 -1.618 -0.186 -2.289
H3 -0.337 0.120 0.101
H4 -2.459 1.163 0.114
C2 1.095 0.582 1.518
N2 0.474 -0.417 0.597
C3 1.426 -0.930 -0.427
H5 1.727 1.221 0.921
H6 1.736 0.041 2.223
H7 0.317 1.073 2.101
H8 0.017 -1.157 1.121
H9 1.610 -0.163 -1.175
H10 2.367 -1.171 0.060
H11 1.008 -1.830 -0.851

Cartesian forces, eV/Å:
C 0.166 -0.025 0.004
N 0.123 0.175 0.307
H 0.023 -0.070 -0.155
H -0.288 0.027 -0.187
H 0.099 -0.681 0.223
H -0.080 0.029 -0.077
C 0.268 -1.125 0.663
N -0.342 1.336 -0.528
C 0.122 -0.166 0.559
H -0.153 0.504 -0.021
H -0.055 0.137 -0.157
H 0.120 0.261 -0.327
H 0.189 -0.186 0.028
H -0.176 -0.017 -0.003
H 0.034 -0.073 0.007
H -0.050 -0.125 -0.338

Formula: CH3NO2S2
Source: the OMol25 dataset
Level of theory: the ωB97M-V functional and the def2-TZVPD basis

Output
Relative energy (zero: lowest compared OMol25 entry of this formula, charge and spin) in kcal/mol: 101.6
Frontier orbital gap (spin up / spin down) in eV: 8.246 / 5.928
Charge: 0
LUMO level (spin up / spin down) in eV: -0.971 / -2.111
Highest occupied orbital energy (spin up / spin down) in eV: -9.217 / -8.039

Cartesian coordinates (Å):
C1 0.042 -0.263 0.077
N1 3.440 0.146 0.266
O1 3.058 -0.960 -0.152
O2 0.632 -2.712 -0.592
S1 4.776 0.905 -0.099
S2 0.856 -1.813 0.490
H1 0.544 0.640 0.245
H2 -0.130 -0.097 -0.962
H3 -0.863 -0.133 0.556

Cartesian forces, eV/Å:
C 0.829 -0.265 -1.112
N -0.720 -2.103 -0.889
O 0.715 1.926 0.647
O -0.429 -2.045 -2.472
S 0.090 0.212 0.090
S 0.158 2.406 2.468
H 1.689 1.061 1.166
H -0.238 -0.956 -1.140
H -2.095 -0.236 1.242

Formula: C19H57O10
Source: the OMol25 dataset
Level of theory: the ωB97M-V functional and the def2-TZVPD basis

Output
Relative energy (zero: lowest compared OMol25 entry of this formula, charge and spin) in kcal/mol: 0.0
Frontier orbital gap in eV: 6.344
Charge: -1
LUMO level in eV: 2.174
Highest occupied orbital energy in eV: -4.170

Cartesian coordinates (Å):
C1 -20.143 -25.710 -7.284
O1 -20.837 -26.346 -6.279
H1 -20.460 -24.644 -7.379
H2 -19.046 -25.662 -7.093
H3 -20.327 -26.172 -8.272
C2 -19.788 -22.747 -5.121
C3 -20.042 -23.679 -3.941
O2 -21.169 -24.495 -4.142
H4 -20.655 -22.090 -5.243
H5 -19.635 -23.313 -6.041
H6 -18.935 -22.079 -4.973
H7 -20.120 -23.131 -3.000
H8 -19.148 -24.309 -3.829
H9 -20.996 -25.012 -4.967
C4 -16.606 -23.033 -7.902
C5 -16.367 -22.146 -9.106
O3 -17.451 -21.224 -9.254
H10 -16.805 -22.449 -6.999
H11 -15.818 -23.759 -7.704
H12 -17.537 -23.592 -8.037
H13 -16.365 -22.777 -9.996
H14 -15.422 -21.610 -9.003
H15 -17.281 -20.432 -8.741
C6 -17.053 -27.816 -3.636
C7 -18.214 -26.939 -4.010
O4 -19.297 -27.713 -4.492
H16 -16.190 -27.232 -3.307
H17 -16.732 -28.414 -4.493
H18 -17.296 -28.542 -2.856
H19 -17.937 -26.235 -4.808
H20 -18.489 -26.261 -3.188
H21 -19.734 -27.136 -5.169
C8 -21.175 -28.460 -10.689
C9 -22.306 -29.240 -10.021
O5 -22.194 -29.136 -8.614
H22 -20.190 -28.849 -10.429
H23 -21.214 -27.434 -10.315
H24 -21.290 -28.397 -11.775
H25 -22.245 -30.290 -10.331
H26 -23.267 -28.799 -10.279
H27 -21.342 -29.506 -8.343
C10 -16.966 -26.714 -11.308
C11 -17.665 -25.441 -10.886
O6 -17.916 -24.622 -12.015
H28 -15.996 -26.441 -11.725
H29 -17.597 -27.224 -12.036
H30 -16.847 -27.359 -10.438
H31 -17.071 -24.903 -10.135
H32 -18.613 -25.671 -10.382
H33 -18.387 -23.828 -11.693
C12 -23.759 -22.669 -5.321
C13 -23.386 -23.330 -6.614
O7 -23.840 -24.685 -6.641
H34 -23.379 -21.647 -5.282
H35 -23.374 -23.192 -4.443
H36 -24.838 -22.690 -5.143
H37 -22.303 -23.341 -6.779
H38 -23.864 -22.823 -7.463
H39 -23.867 -24.969 -7.557
C14 -22.162 -26.807 -1.623
C15 -23.449 -26.379 -2.309
O8 -23.293 -26.340 -3.712
H40 -22.350 -26.851 -0.543
H41 -21.313 -26.152 -1.816
H42 -21.853 -27.801 -1.950
H43 -23.779 -25.403 -1.923
H44 -24.250 -27.091 -2.098
H45 -22.435 -25.916 -3.880
C16 -17.689 -29.233 -7.941
C17 -18.990 -29.570 -7.219
O9 -19.732 -30.486 -8.035
H46 -17.176 -28.373 -7.499
H47 -17.832 -28.924 -8.977
H48 -16.982 -30.068 -7.914
H49 -19.569 -28.650 -7.108
H50 -18.804 -29.938 -6.210
H51 -19.243 -31.309 -8.110
C18 -21.020 -21.033 -10.132
C19 -20.481 -22.459 -10.070
O10 -19.301 -22.611 -10.847
H52 -22.037 -21.041 -9.729
H53 -21.105 -20.645 -11.147
H54 -20.407 -20.346 -9.547
H55 -21.255 -23.106 -10.485
H56 -20.252 -22.809 -9.061
H57 -18.622 -22.043 -10.450

Cartesian forces, eV/Å:
C -0.654 -0.063 0.653
O 0.943 0.517 0.564
H 0.083 0.030 -0.315
H 0.152 -0.057 -0.325
H 0.265 0.020 -0.145
C -0.408 0.513 0.215
C 0.907 -0.372 -0.307
O 0.162 0.531 0.079
H -0.054 -0.094 -0.185
H -0.031 -0.011 0.049
H 0.151 -0.194 0.155
H -0.398 0.078 -0.041
H 0.000 0.002 0.074
H -0.212 -0.778 -0.426
C -0.808 -0.135 0.391
C -0.024 -0.356 0.589
O 0.074 0.095 -0.305
H 0.371 0.115 -0.008
H 0.144 0.125 -0.111
H 0.103 -0.110 -0.171
H 0.176 0.254 -0.166
H 0.026 -0.001 -0.265
H -0.029 -0.034 0.069
C 0.506 -0.432 -0.067
C -0.457 0.341 -0.620
O 0.772 0.305 0.474
H -0.051 0.053 0.072
H -0.049 0.109 -0.089
H -0.189 0.182 0.110
H 0.377 -0.092 -0.025
H -0.194 -0.373 0.304
H -1.123 -0.149 -0.364
C -0.362 0.593 -0.035
C 1.047 0.147 0.388
O -0.323 -0.056 -0.090
H -0.052 -0.214 -0.064
H 0.045 0.001 0.024
H 0.088 -0.223 -0.013
H -0.330 -0.036 -0.116
H -0.102 -0.189 -0.121
H -0.169 -0.086 -0.075
C -0.309 0.480 0.159
C -0.523 0.167 0.351
O 0.356 0.046 -0.065
H 0.026 -0.324 -0.153
H 0.223 -0.073 -0.142
H 0.158 -0.041 -0.036
H 0.174 -0.037 -0.065
H 0.005 -0.132 -0.022
H -0.116 -0.386 -0.114
C -0.272 -0.182 0.840
C -0.081 -0.805 -0.703
O -0.349 0.398 0.383
H -0.128 0.076 -0.078
H 0.428 -0.168 -0.297
H -0.064 0.273 -0.405
H 0.040 0.254 0.129
H 0.155 0.371 0.087
H 0.213 -0.192 0.032
C -0.184 -0.399 0.536
C 0.414 0.113 -0.500
O -0.079 -0.041 0.343
H 0.215 0.027 0.013
H -0.188 0.253 -0.073
H -0.121 -0.017 -0.080
H 0.048 0.031 0.033
H 0.022 -0.041 0.029
H -0.320 -0.044 -0.213
C 0.526 0.386 0.302
C 0.639 0.647 -0.683
O -0.261 0.018 0.333
H -0.101 -0.127 0.341
H -0.369 -0.295 -0.045
H -0.038 -0.056 -0.103
H -0.331 -0.206 -0.032
H -0.087 -0.188 -0.045
H 0.017 -0.012 0.036
C -0.179 -0.151 0.485
C -0.122 0.220 -0.292
O 0.133 0.211 -0.287
H 0.085 0.152 0.196
H 0.214 -0.242 -0.124
H -0.036 0.038 -0.001
H 0.285 -0.274 -0.078
H -0.347 0.227 0.162
H -0.144 0.087 0.085

Computed max |F|, in the same sequence as the records: 0.65 2.80 2.45 1.48 3.45 1.21 eV/A.